Entry 1:
Below is a 12-piece molecular cluster, C26H76O22 overall at a distorted geometry, with properties calculated with ωB97M-V/def2-TZVPD.

```
124
Properties=species:S:1:pos:R:3:mulliken_charge:R:1
C 3.432 -1.482 -0.015 0.889
C 3.969 -1.694 1.332 0.170
C 3.293 -2.714 2.247 -1.258
O 5.232 -2.374 1.120 -0.614
H 2.512 -0.905 0.072 -0.506
H 3.199 -2.430 -0.500 -0.404
H 4.066 -0.842 -0.629 0.127
H 4.143 -0.749 1.847 0.097
H 3.378 -3.769 1.987 0.255
H 2.254 -2.420 2.399 0.275
H 3.752 -2.655 3.234 0.417
H 5.002 -3.291 0.954 0.418
C 4.048 3.351 3.923 -1.542
C 3.571 2.491 2.692 0.736
C 2.904 1.271 3.206 -1.670
O 2.642 3.210 1.891 -0.613
H 4.405 2.715 4.733 0.413
H 3.250 3.889 4.434 0.311
H 4.785 4.076 3.578 0.383
H 4.470 2.322 2.100 0.527
H 3.663 0.726 3.767 0.521
H 2.345 0.616 2.537 0.149
H 2.159 1.510 3.964 0.535
H 3.138 3.755 1.275 0.197
C 4.123 -3.584 -3.667 -0.636
C 3.642 -2.138 -3.862 -0.407
O 2.536 -1.783 -3.031 -0.156
O 3.201 -4.489 -4.267 -0.621
H 4.089 -3.804 -2.599 0.243
H 5.125 -3.616 -4.096 0.386
H 3.263 -2.104 -4.883 0.321
H 4.449 -1.411 -3.777 0.476
H 1.970 -2.555 -2.960 0.203
H 2.428 -4.502 -3.699 0.266
C -1.986 2.150 5.131 -0.385
C -2.644 1.696 3.837 0.553
O -3.471 0.528 3.925 -0.541
O -1.285 3.336 4.929 -0.557
H -1.371 1.334 5.510 0.216
H -2.793 2.274 5.853 0.369
H -2.050 1.566 2.932 -0.528
H -3.406 2.416 3.540 0.435
H -4.301 0.697 4.377 0.245
H -0.897 3.385 4.052 0.483
C -0.798 3.574 -4.428 -0.535
C -1.236 4.569 -3.316 0.229
O -0.029 5.137 -2.714 -0.535
O -0.187 2.365 -4.009 -0.517
H -0.201 4.151 -5.134 0.346
H -1.657 3.316 -5.047 0.485
H -1.625 4.047 -2.442 -0.299
H -1.918 5.333 -3.688 0.391
H 0.717 4.540 -2.806 0.271
H 0.648 2.533 -3.566 0.147
C -3.404 -3.899 -2.451 -0.526
C -3.449 -5.144 -1.563 -0.450
O -3.371 -4.856 -0.156 -0.490
O -2.108 -3.334 -2.423 -0.588
H -4.198 -3.179 -2.255 0.275
H -3.690 -4.285 -3.430 0.388
H -2.594 -5.740 -1.881 0.227
H -4.330 -5.744 -1.791 0.490
H -3.319 -5.704 0.291 0.219
H -2.115 -2.740 -1.669 0.239
C -0.576 0.494 0.139 0.736
C -0.699 -0.856 -0.490 -0.250
O -2.064 -1.060 -0.848 -0.133
O -0.917 1.577 -0.679 0.840
H 0.323 0.723 0.711 -0.038
H -1.203 0.542 1.030 -0.724
H -0.428 -1.649 0.206 0.170
H -0.077 -1.160 -1.332 -0.243
H -2.247 -0.460 -1.574 0.033
H -0.136 1.695 -1.225 -0.442
C -0.597 4.737 0.531 0.627
C -0.239 5.007 2.055 -0.511
O 0.097 3.742 2.591 -0.256
O -1.793 4.087 0.164 -0.483
H 0.260 4.211 0.111 -0.527
H -0.677 5.714 0.053 0.447
H -1.120 5.391 2.568 0.399
H 0.565 5.731 2.186 0.376
H 1.041 3.635 2.455 0.121
H -1.508 3.195 -0.048 0.408
C 0.839 -4.949 -2.004 -0.604
C 0.764 -4.864 -0.488 -0.279
O 1.996 -4.579 0.041 -0.467
O 0.805 -3.633 -2.504 -0.468
H 0.101 -5.546 -2.539 0.431
H 1.721 -5.531 -2.270 0.556
H 0.374 -5.753 0.008 0.527
H 0.123 -4.098 -0.051 0.034
H 2.140 -4.938 0.920 0.251
H -0.140 -3.474 -2.444 -0.025
C -4.402 1.337 0.127 0.701
C -4.266 1.145 -1.392 0.483
O -5.416 1.839 -1.949 -0.618
O -4.402 2.708 0.564 -0.643
H -3.499 0.855 0.502 -0.702
H -5.219 0.756 0.556 0.476
H -4.368 0.096 -1.669 -0.047
H -3.375 1.610 -1.815 -0.273
H -5.484 2.617 -1.391 0.382
H -3.557 3.150 0.678 0.362
C -3.733 -2.078 1.958 0.578
C -3.442 -2.703 3.304 -0.421
O -2.370 -1.972 3.910 -0.625
O -4.700 -2.874 1.196 -0.599
H -2.831 -1.986 1.353 -0.336
H -3.984 -1.022 2.050 0.000
H -3.256 -3.774 3.228 0.338
H -4.344 -2.652 3.915 0.252
H -2.645 -1.052 3.904 0.385
H -4.312 -3.653 0.792 0.413
C 2.429 2.876 -1.870 0.536
C 2.814 1.437 -2.121 -0.165
O 1.662 0.704 -1.994 0.201
O 2.264 3.636 -3.108 -0.621
H 3.169 3.467 -1.329 0.500
H 1.519 2.912 -1.272 -0.819
H 3.539 1.078 -1.391 0.334
H 3.148 1.171 -3.124 0.318
H 1.886 -0.209 -2.188 -0.187
H 3.077 3.713 -3.612 0.344
```

Summary:
Kohn-Sham gap (alpha / beta) (eV): 8.65 / 2.36
Highest occupied orbital energy (alpha / beta) (eV): -11.15 / -11.15
<S²>: 0.756
Electronic energy (eV): -73223.6989
Multiplicity: 2
Net charge: +1
LUMO energy (alpha / beta) (Eh): -0.092 / -0.323
Relative energy (zero: lowest compared OMol25 entry of this formula, charge and spin) (kJ/mol): 0.00



Entry 2:
Below is C26H78F2NO17S2V as an isolated structure at a distorted geometry, with properties calculated with ωB97M-V/def2-TZVPD.

```
127
Properties=species:S:1:pos:R:3:mulliken_charge:R:1
V 1.949 -2.487 0.571 0.990
N 0.726 -0.898 0.658 1.158
S 0.025 -0.052 1.785 0.148
O -1.440 0.106 1.824 -0.418
O 0.838 1.037 2.359 -0.074
F 0.292 -1.099 2.927 -0.386
S -0.010 0.103 -0.510 -0.114
O 0.348 1.527 -0.483 -0.630
O -1.346 -0.238 -1.021 -0.091
F 0.864 -0.486 -1.702 -0.192
C -5.434 1.652 -1.789 -1.225
C -4.888 1.303 -0.399 0.524
O -5.407 2.188 0.515 -0.609
H -6.506 1.561 -1.966 0.301
H -4.820 1.107 -2.506 0.210
H -5.219 2.719 -1.861 0.409
H -3.800 1.250 -0.397 -0.107
H -5.308 0.356 -0.062 0.212
H -4.931 2.207 1.348 0.301
C -1.792 3.093 -2.786 0.347
C -1.822 4.517 -3.161 -0.909
O -0.959 4.982 -4.102 -0.541
H -2.101 2.492 -3.642 0.482
H -2.560 2.945 -2.026 -0.048
H -0.819 2.804 -2.389 -0.255
H -1.772 5.154 -2.278 0.271
H -2.803 4.748 -3.576 0.378
H -0.203 5.333 -3.626 0.325
C 3.243 -0.858 4.595 -1.160
C 3.721 -0.651 3.214 0.315
O 3.728 -1.894 2.500 -0.465
H 2.362 -1.498 4.647 0.198
H 2.968 0.092 5.053 0.271
H 3.884 -1.431 5.265 0.452
H 4.716 -0.207 3.250 0.502
H 3.245 0.200 2.727 -0.362
H 4.388 -2.514 2.819 0.222
C -3.980 -1.612 -2.567 -0.096
C -5.376 -1.879 -3.100 -0.626
O -5.244 -2.201 -4.506 -0.539
H -3.522 -0.697 -2.944 0.229
H -3.302 -2.456 -2.689 0.176
H -4.069 -1.431 -1.496 -0.117
H -6.089 -1.064 -2.978 0.307
H -5.889 -2.711 -2.619 0.305
H -6.103 -1.950 -4.853 0.316
C 3.648 1.042 -1.482 -0.710
C 4.279 -0.003 -0.547 -0.337
O 3.531 -1.163 -0.585 0.299
H 3.884 0.662 -2.476 0.207
H 4.116 2.021 -1.583 0.535
H 2.561 1.108 -1.429 -0.163
H 4.119 0.309 0.485 -0.190
H 5.364 -0.052 -0.638 0.622
H 4.241 -1.809 -0.619 0.157
C 3.398 -2.072 -3.822 -0.328
C 2.762 -3.057 -4.849 -0.549
O 2.300 -4.176 -4.171 -0.472
H 4.366 -2.423 -3.466 0.410
H 2.646 -2.027 -3.035 -0.093
H 3.482 -1.040 -4.165 0.187
H 3.377 -3.286 -5.720 0.400
H 1.857 -2.557 -5.194 0.198
H 2.992 -4.796 -3.929 0.290
C 5.059 4.529 2.736 -1.338
C 4.081 3.486 2.131 0.463
O 2.749 3.842 2.291 -0.551
H 4.919 4.633 3.812 0.332
H 4.961 5.491 2.233 0.337
H 6.044 4.135 2.486 0.375
H 4.272 2.574 2.696 -0.048
H 4.234 3.376 1.057 0.122
H 2.211 3.051 2.215 0.202
C -1.127 4.214 0.681 -0.030
C -1.585 5.357 1.499 -0.462
O -2.141 4.869 2.673 -0.493
H -1.884 3.453 0.493 -0.012
H -0.246 3.709 1.077 -0.099
H -0.848 4.532 -0.324 0.135
H -2.472 5.866 1.122 0.388
H -0.706 5.985 1.645 0.256
H -2.615 5.643 2.986 0.303
C 0.411 2.027 5.987 -0.360
C -0.842 2.041 6.840 -0.528
O -0.632 1.571 8.177 -0.530
H 0.895 1.055 6.075 0.109
H 1.110 2.806 6.295 0.357
H 0.123 2.263 4.963 0.067
H -1.646 1.572 6.272 0.272
H -1.174 3.078 6.886 0.300
H -0.572 2.361 8.719 0.329
C -0.776 -4.642 -2.156 -1.391
C -0.320 -3.291 -1.712 0.677
O 1.085 -3.368 -1.483 -0.313
H -0.227 -4.890 -3.065 0.452
H -1.845 -4.577 -2.359 0.371
H -0.636 -5.349 -1.339 0.296
H -0.697 -2.950 -0.748 -0.256
H -0.571 -2.510 -2.430 0.053
H 1.468 -3.780 -2.261 -0.024
C 1.667 1.058 -4.854 -0.408
C 0.141 0.986 -5.081 0.155
O -0.169 2.083 -5.923 -0.552
H 1.893 0.499 -3.945 -0.447
H 2.046 2.049 -4.607 0.413
H 2.305 0.695 -5.659 0.388
H -0.431 1.021 -4.154 -0.178
H -0.030 0.024 -5.564 0.307
H 0.133 2.893 -5.506 0.322
C 0.914 -5.813 2.910 -1.268
C 1.231 -4.327 3.076 -0.293
O 0.692 -3.753 1.894 0.290
H -0.160 -5.994 2.878 0.313
H 1.265 -6.323 3.807 0.425
H 1.415 -6.162 2.007 0.277
H 2.274 -4.009 3.087 0.371
H 0.989 -3.947 4.069 0.306
H -0.228 -4.013 1.970 0.028
C -3.940 -3.067 0.948 -1.064
C -2.616 -2.944 1.724 0.522
O -1.969 -4.175 1.679 -0.527
H -4.493 -2.134 1.060 0.238
H -4.585 -3.814 1.411 0.481
H -3.870 -3.256 -0.123 0.165
H -2.714 -2.473 2.702 0.364
H -1.986 -2.291 1.121 -0.532
H -2.539 -4.820 2.103 0.292
```

Summary:
Kohn-Sham gap (alpha / beta) (eV): 7.14 / 7.32
Highest occupied orbital energy (alpha / beta) (eV): -11.39 / -11.39
<S²>: 3.753
Electronic energy (eV): -117304.7695
Multiplicity: 4
Net charge: +1
LUMO energy (alpha / beta) (Eh): -0.156 / -0.149
Relative energy (zero: lowest compared OMol25 entry of this formula, charge and spin) (kJ/mol): 36.41